Computed, not measured: C4H5N3 in the gas phase in a non-equilibrium geometry, with wB97M-V/def2-TZVPD.

Structure (XYZ):
```
12
Properties=species:S:1:pos:R:3:mulliken_charge:R:1
H -0.9536 -1.3849 -0.7683 0.28
N -1.6617 -0.9500 -0.2746 -0.54
C -1.2940 -0.1606 0.6500 -0.16
C -0.0504 0.0474 1.4551 0.13
N 1.1759 -0.1187 1.0928 -0.54
C 1.5974 -0.1414 -0.1743 -0.26
C 0.9314 0.3516 -1.2084 0.08
N 0.3705 1.2045 -1.8548 -0.39
H -2.1652 0.1385 1.2708 0.29
H -0.3000 0.3928 2.4196 0.36
H 2.6236 -0.3270 -0.1266 0.46
H -0.2741 0.9477 -2.4813 0.29
```

SMILES   [H]/N=C\C=N/C=C=N
Molar mass   95.10 Da
HOMO   -8.6 eV
E_LUMO   -0.415 eV
HOMO-LUMO gap   8.1470 eV
Energy relative to the best compared isomer or geometry (same formula, charge and spin)   100.34 kcal/mol